This record from the Open Molecules 2025 dataset describes 11 unconnected molecules or ions with the total composition C24H48Cl6F6O21P. The level of theory is the ωB97M-V functional and the def2-TZVPD basis.

The geometry in XYZ format:
```
106
Properties=species:S:1:pos:R:3
P -0.4157 1.0759 1.0124
F -1.5500 1.7534 -0.0327
F -0.9181 1.8793 2.4144
F -1.3903 -0.1496 1.3879
F 0.7638 0.3600 1.8766
F 0.1938 0.1085 -0.2019
F 0.5411 2.3262 0.6238
C 6.4928 -2.0879 -8.0066
O 5.0860 -1.8938 -7.8650
C 4.7048 -0.6671 -7.5672
O 5.4229 0.3699 -7.5175
O 3.3837 -0.7183 -7.3223
C 2.7955 0.4431 -6.8558
H 6.9277 -1.6059 -7.1310
H 6.8368 -1.6274 -8.9327
H 6.8545 -3.1144 -8.0665
H 3.1237 0.7415 -5.8601
H 1.7262 0.2332 -6.8302
H 2.8952 1.1698 -7.6619
C 1.1306 14.5400 0.7543
O 1.8831 13.3262 0.6617
C 1.1910 12.0952 0.6611
O -0.0327 11.9269 0.5744
O 2.1755 11.1162 0.7499
C 1.7219 9.7508 0.9384
H 1.6599 15.3985 1.1677
H 0.1996 14.4341 1.3113
H 0.9498 14.9241 -0.2496
H 1.3164 9.3725 0.0001
H 0.8661 9.7150 1.6125
H 2.4959 9.0755 1.3031
C 7.9456 -6.5439 -3.3278
O 7.0181 -6.6351 -2.2765
C 6.5045 -5.4894 -1.9025
O 6.5947 -4.4166 -2.4848
O 5.7640 -5.7208 -0.8115
C 4.7752 -4.7798 -0.3720
H 8.9352 -6.5505 -2.8709
H 7.9903 -5.6883 -4.0016
H 7.8930 -7.4439 -3.9405
H 5.0358 -3.7498 -0.6153
H 4.6628 -4.7833 0.7122
H 3.7668 -4.9522 -0.7484
C 10.7719 -1.5790 -1.5768
O 10.5660 -0.5900 -2.6353
C 9.5050 0.2402 -2.5671
O 9.2667 1.1221 -3.4385
O 8.8516 0.1618 -1.4109
C 7.5646 0.7977 -1.2869
H 9.8507 -2.0746 -1.2704
H 11.1677 -1.1168 -0.6724
H 11.5799 -2.2394 -1.8913
H 7.6833 1.8802 -1.3335
H 7.1508 0.5420 -0.3115
H 6.9166 0.4102 -2.0731
C -11.6771 2.5127 5.5602
O -10.7465 2.8695 4.5423
C -9.5386 2.3137 4.3538
O -9.0133 1.4200 5.0932
O -8.9487 2.9371 3.2672
C -7.7857 2.4725 2.7317
H -11.2158 2.8959 6.4704
H -11.8664 1.4434 5.6535
H -12.5949 3.0987 5.5100
H -7.4349 3.2436 2.0457
H -7.8957 1.5523 2.1579
H -6.9730 2.2646 3.4278
C -6.0136 -5.9752 4.9088
O -6.1745 -7.0310 3.9865
C -5.9945 -8.2512 4.4198
O -5.6813 -8.6331 5.5640
O -6.0955 -9.0102 3.2616
C -5.9228 -10.3979 3.3485
H -5.3184 -6.2130 5.7139
H -6.9766 -5.7599 5.3717
H -5.5763 -5.1146 4.4025
H -6.0085 -10.7812 2.3317
H -6.7061 -10.8887 3.9262
H -4.9118 -10.6551 3.6644
C -5.2002 -1.6141 -4.8706
O -6.3447 -1.6596 -5.7810
C -6.1878 -1.8231 -7.1102
O -5.1133 -2.0736 -7.6277
O -7.3209 -1.6196 -7.6672
C -7.3976 -1.8777 -9.0477
H -5.5827 -1.1380 -3.9678
H -4.3716 -1.1497 -5.4053
H -4.8295 -2.6276 -4.7175
H -8.4144 -1.7799 -9.4279
H -7.0581 -2.8746 -9.3288
H -6.7414 -1.2625 -9.6635
C -4.0210 2.8407 8.1905
Cl -4.8322 4.0216 9.1977
Cl -2.3572 2.5174 8.7539
H -4.6519 1.9538 8.1309
H -3.9487 3.2463 7.1813
C 0.2709 -3.5899 6.2345
Cl 0.3994 -5.3197 5.8307
Cl 1.8822 -2.9354 6.5162
H -0.0628 -3.0541 5.3459
H -0.2692 -3.4415 7.1696
C 4.3228 3.8357 5.2705
Cl 4.4315 4.9098 6.7381
Cl 5.7444 4.3422 4.2613
H 4.5247 2.7991 5.5405
H 3.4074 3.9888 4.6989
```

Values from the calculation:
Total charge: -1
Energy: -169396.9680 eV
LUMO level: 1.76 eV
Kohn-Sham gap: 10.21 eV